111
Properties=species:S:1:pos:R:3 method="wB97M-V/def2-TZVPD" lumo_energy_ha=0.069 gap_ev=6.964 charge=-1 energy_ev=-136014.3897 mol_weight_g_mol=906.943
C 6.597 1.787 -0.492
C 6.195 3.018 -1.270
O 5.870 2.925 -2.444
O 6.279 4.208 -0.650
C 5.446 4.343 0.545
B 3.873 4.260 0.204
O 3.423 5.438 -0.561
C 2.026 5.182 -0.664
C 1.813 4.462 -2.023
C 1.455 2.972 -2.123
N -0.013 2.730 -2.298
C 1.739 4.566 0.775
S 0.687 3.080 1.022
C -0.983 3.604 0.529
C -1.825 2.416 0.153
O -3.039 2.423 0.199
O -1.115 1.333 -0.201
C -1.655 0.584 -1.307
C -0.546 -0.322 -1.787
C -0.348 -0.310 -3.291
O -0.786 -1.699 -1.360
C -0.281 -1.893 -0.099
O 0.881 -2.210 0.075
C -1.276 -1.713 1.030
S -0.514 -1.336 2.616
O 2.938 4.360 1.398
H 6.465 1.910 0.569
H 6.016 0.955 -0.854
H 7.638 1.585 -0.720
H 5.666 5.317 0.968
H 5.760 3.619 1.293
H 3.575 3.178 -0.307
H 1.531 6.144 -0.719
H 1.038 4.990 -2.579
H 2.724 4.637 -2.575
H 1.909 2.589 -3.031
H 1.832 2.382 -1.306
H -0.509 3.519 -1.913
H -0.189 2.801 -3.290
H 1.226 5.362 1.313
H -1.466 4.058 1.382
H -0.991 4.323 -0.278
H -1.940 1.276 -2.085
H -2.497 0.014 -0.943
H 0.388 -0.016 -1.337
H -1.167 0.164 -3.812
H -0.258 -1.323 -3.660
H 0.566 0.207 -3.540
H -1.828 -2.641 1.102
H -1.996 -0.943 0.802
H 0.178 -0.227 2.324
O 0.949 8.877 3.219
S 0.511 9.143 1.885
O 0.722 8.192 0.844
O 1.107 10.544 1.424
C 2.537 10.713 1.550
C 3.303 10.007 0.446
C -1.186 9.613 1.907
H 2.859 10.375 2.536
H 2.701 11.788 1.501
H 3.219 8.924 0.528
H 4.359 10.271 0.501
H 2.915 10.294 -0.531
H -1.331 10.372 2.670
H -1.760 8.720 2.143
H -1.457 9.988 0.924
O -3.131 -4.054 2.518
S -3.895 -4.163 3.721
O -3.773 -5.334 4.541
O -5.421 -3.909 3.384
C -6.019 -4.708 2.332
C -6.388 -6.100 2.801
C -3.635 -2.736 4.712
H -5.350 -4.741 1.471
H -6.912 -4.161 2.037
H -5.505 -6.693 3.021
H -6.954 -6.613 2.024
H -6.992 -6.050 3.708
H -3.754 -1.853 4.090
H -2.620 -2.787 5.099
H -4.353 -2.739 5.527
O -3.361 -8.837 1.885
S -2.797 -7.567 1.535
O -3.654 -6.518 1.073
O -1.644 -7.781 0.462
C -1.915 -8.534 -0.734
C -2.730 -7.741 -1.737
C -1.767 -6.978 2.828
H -2.402 -9.479 -0.486
H -0.934 -8.769 -1.141
H -3.748 -7.578 -1.383
H -2.784 -8.277 -2.685
H -2.280 -6.764 -1.911
H -1.105 -7.783 3.134
H -2.409 -6.647 3.648
H -1.202 -6.126 2.457
O -0.074 -5.758 -4.270
S 1.295 -5.663 -3.862
O 1.899 -6.725 -3.118
O 1.508 -4.292 -3.097
C 0.616 -3.971 -1.995
C 0.967 -4.718 -0.726
C 2.302 -5.293 -5.257
H -0.416 -4.156 -2.297
H 0.725 -2.900 -1.843
H 0.782 -5.788 -0.828
H 0.363 -4.342 0.099
H 2.021 -4.585 -0.482
H 1.860 -4.461 -5.796
H 2.326 -6.184 -5.880
H 3.302 -5.048 -4.909